Here is a molecular structure, CH21O10Pd in a non-equilibrium geometry from the OMol25 dataset. Energies are from ωB97M-V/def2-TZVPD.

Each line ends with the Mulliken spin population.
Atoms and positions in Å:
Pd: 37.438 -0.959 -11.946  0.95
C: 36.072 -2.969 -14.311  0.00
O: 36.122 -1.972 -13.403  0.84
H: 36.906 -3.679 -14.276  0.02
H: 35.155 -3.564 -14.370  0.04
H: 36.102 -2.560 -15.334  0.12
O: 32.573 -5.770 -14.788  0.00
H: 33.314 -5.200 -15.005  0.00
H: 32.210 -6.028 -15.645  0.00
O: 38.197 -5.437 -12.323  0.00
H: 37.285 -5.781 -12.409  0.00
H: 38.726 -6.226 -12.151  0.00
O: 39.307 -2.209 -15.676  0.00
H: 39.172 -3.115 -15.335  0.00
H: 39.843 -2.287 -16.475  0.00
O: 39.132 -4.584 -14.112  0.00
H: 39.031 -5.342 -14.704  0.00
H: 38.713 -4.853 -13.273  0.00
O: 35.555 -6.496 -12.915  0.00
H: 35.730 -6.391 -13.858  0.00
H: 34.742 -7.017 -12.879  0.00
O: 35.402 -2.075 -17.933  0.00
H: 36.000 -2.587 -18.491  0.00
H: 35.959 -1.675 -17.259  0.00
O: 38.591 -0.439 -13.782  0.04
H: 38.860 -1.107 -14.449  0.00
H: 38.937 0.413 -14.075  0.00
O: 33.575 -1.167 -11.941  0.00
H: 33.406 -0.217 -11.926  0.00
H: 34.436 -1.267 -12.363  0.00
O: 36.635 0.366 -16.731  0.00
H: 37.070 0.826 -17.460  0.00
H: 37.348 -0.112 -16.287  0.00

Cartesian forces, eV/Å:
Pd 0.1 -0.2 -0.8
C 0.6 -1.4 -0.6
O -0.5 0.1 0.4
H 0.3 0.4 0.2
H -0.6 0.6 0.6
H 0.0 0.5 -0.1
O 0.1 -0.2 -0.1
H -0.1 0.1 -0.1
H 0.0 0.0 0.1
O -2.1 -2.2 3.4
H 0.0 0.1 0.3
H 0.1 0.1 0.2
O -0.4 -0.1 -0.2
H 0.3 -0.1 0.4
H 0.0 0.1 0.2
O 1.6 1.6 -4.1
H 0.2 0.2 0.1
H 0.0 0.2 -0.1
O 0.2 0.2 -0.3
H -0.2 -0.2 0.0
H 0.1 0.1 0.1
O 0.0 -0.5 0.1
H -0.1 0.1 0.0
H 0.0 0.5 -0.3
O -0.1 0.3 0.2
H 0.3 -0.1 -0.1
H -0.1 -0.1 0.2
O 0.2 0.1 0.1
H -0.1 -0.1 0.0
H -0.2 0.0 -0.2
O 0.3 -0.2 0.2
H -0.2 0.0 0.0
H 0.0 0.2 0.0

Properties
* molecular weight: 299.59 Da
* E: -25322.1512 eV
* 2S+1: 3
* ⟨S²⟩: 2.01
* HOMO (alpha / beta): -0.5117 / -0.5117 Ha
* net charge: +1
* relative energy (zero: lowest compared OMol25 entry of this formula, charge and spin): 2.8 kcal/mol
* orbital gap (alpha / beta): 9.44 / 7.36 eV